A structure of composition C37H32Cl3FNO2PRhS3Si at a distorted geometry, computed with ωB97M-V with the def2-TZVPD basis set.

```
82
Properties=species:S:1:pos:R:3:forces:R:3:lowdin_charge:R:1
Rh -1.2711 -1.7986 1.5037 -1.101 -1.034 -0.733 0.91
C -3.0593 2.2750 1.1680 0.150 0.236 -0.181 -0.15
Si -3.3466 0.4761 0.7750 -0.152 -0.236 0.310 0.47
C -5.1192 0.2117 0.2886 -0.145 0.078 -0.384 -0.15
C -0.8235 0.7505 -0.5734 -0.217 0.068 -0.136 -0.11
N -2.9012 -0.6315 1.9871 0.023 -0.041 0.642 -0.16
C -3.5652 -0.7558 3.2063 0.309 0.196 -0.471 -0.28
C -4.2393 0.3171 3.8073 -0.051 0.120 0.101 -0.05
C -4.9228 0.1943 5.0101 0.060 -0.088 -0.091 -0.10
C -4.9499 -1.0217 5.6749 -0.006 0.013 0.005 -0.11
C -4.3014 -2.1088 5.1031 0.013 0.006 0.029 -0.03
C -3.6460 -1.9618 3.9026 -0.037 -0.261 0.092 -0.24
F -3.0827 -3.0712 3.3638 0.070 0.023 0.017 0.02
H -2.5804 2.8364 0.3619 -0.039 -0.030 0.021 0.03
H -2.4051 2.3443 2.0395 -0.019 0.044 -0.018 0.05
H -4.0131 2.7617 1.3898 0.041 -0.013 0.058 0.04
H -5.4701 0.9332 -0.4552 -0.012 -0.033 0.067 0.03
H -5.7380 0.3149 1.1843 0.007 -0.036 -0.010 0.03
H -5.2637 -0.7911 -0.1205 -0.017 0.014 0.065 0.04
H -1.0436 1.7483 -0.9496 0.042 0.009 -0.024 0.06
H -0.0288 0.3230 -1.1797 -0.010 -0.005 -0.028 0.03
H -0.4418 0.8310 0.4435 -0.079 -0.069 0.015 0.07
H -4.2021 1.2864 3.3254 0.012 0.002 -0.003 0.08
H -5.4206 1.0597 5.4298 0.012 -0.007 -0.006 0.10
H -5.4632 -1.1291 6.6211 -0.003 0.000 -0.005 0.09
H -4.2978 -3.0848 5.5716 -0.011 0.015 0.001 0.11
Cl 3.9352 -5.0977 4.9512 -0.118 0.075 -0.048 0.63
C 2.6313 -4.0528 4.4387 0.068 -0.058 0.031 -0.67
C 2.1873 -4.0999 3.1323 0.033 -0.012 0.038 -0.13
C 1.1570 -3.2542 2.7808 -0.099 0.131 -0.431 -0.51
Cl 0.5667 -3.2727 1.1107 0.146 -0.133 0.396 0.71
C 0.5310 -2.3376 3.6338 -0.139 0.293 0.025 -0.46
O -0.4391 -1.5257 3.2799 0.320 -0.222 0.460 -0.26
C 1.0253 -2.3522 4.9521 0.015 0.013 0.121 -0.58
Cl 0.2963 -1.2856 6.1077 0.037 -0.040 -0.059 0.70
C 2.0509 -3.1858 5.3510 0.005 0.015 0.064 -0.14
H 2.6282 -4.7738 2.4118 0.004 0.033 -0.012 0.11
H 2.3936 -3.1582 6.3756 0.007 0.004 -0.011 0.10
S 2.0778 2.4650 -1.3705 0.042 -0.083 0.047 0.14
P 3.2283 0.9595 -0.7610 0.112 0.053 -0.107 -0.02
S 2.4386 -0.6185 0.1617 0.024 0.109 -0.067 0.15
C 4.2112 0.3801 -2.2047 -0.109 0.017 -0.240 -0.39
C 4.2044 -0.9468 -2.6098 0.034 -0.028 0.016 -0.12
C 4.8860 -1.3392 -3.7595 -0.012 -0.008 0.062 -0.10
C 5.5805 -0.4052 -4.5102 -0.008 0.047 0.010 -0.11
C 5.5991 0.9270 -4.1057 0.013 -0.055 0.002 -0.10
C 4.9162 1.3142 -2.9655 0.002 0.025 0.063 -0.11
C 4.5812 1.6148 0.2938 -0.051 -0.093 0.349 -0.39
C 5.6328 0.7700 0.6516 0.005 -0.022 -0.082 -0.10
C 6.5876 1.1768 1.5674 0.006 0.051 0.003 -0.10
C 6.4999 2.4381 2.1492 -0.004 -0.041 -0.022 -0.11
C 5.4642 3.2863 1.7930 -0.022 0.015 -0.043 -0.10
C 4.5079 2.8757 0.8682 0.023 0.038 -0.048 -0.11
H 3.6517 -1.6625 -2.0125 0.006 -0.009 -0.020 0.05
H 4.8722 -2.3788 -4.0663 -0.018 0.015 0.005 0.09
H 6.0998 -0.7069 -5.4123 0.017 -0.002 0.019 0.09
H 6.1404 1.6628 -4.6882 -0.007 0.003 0.006 0.09
H 4.9074 2.3550 -2.6628 -0.018 -0.001 -0.008 0.09
H 5.6897 -0.2204 0.2141 -0.026 -0.010 0.033 0.10
H 7.3938 0.5072 1.8422 -0.005 0.003 -0.012 0.09
H 7.2337 2.7501 2.8831 0.005 0.009 -0.024 0.09
H 5.3929 4.2705 2.2411 -0.015 -0.008 -0.007 0.09
H 3.6895 3.5257 0.5821 -0.005 -0.002 0.026 0.05
C -1.8296 1.9332 -6.4127 -0.050 -0.047 0.026 -0.04
C -3.0541 1.4660 -7.1542 -0.024 -0.073 -0.043 -0.73
O -3.3102 1.7973 -8.2809 0.010 0.004 -0.040 -0.01
S -4.2223 0.3452 -6.3675 0.048 0.165 -0.012 1.02
C -3.6369 0.2087 -4.7005 0.016 -0.070 0.091 -0.57
C -3.0525 -0.9764 -4.2726 0.065 -0.005 0.040 -0.09
C -2.5967 -1.0997 -2.9667 -0.038 -0.061 -0.082 -0.01
C -2.7084 -0.0405 -2.0756 0.005 -0.202 0.390 -0.20
C -3.3097 1.1396 -2.5059 -0.016 0.043 -0.070 -0.03
C -3.7854 1.2599 -3.7997 -0.023 0.013 0.010 -0.09
C -2.1281 -0.1221 -0.6795 0.169 0.091 -0.429 -0.46
C -1.8763 -1.3650 -0.0413 0.711 1.060 0.234 -0.11
H -1.0969 2.2466 -7.1523 -0.004 0.019 0.002 0.09
H -1.4137 1.1692 -5.7601 -0.008 -0.016 -0.001 0.08
H -2.0925 2.7916 -5.7925 -0.001 -0.008 0.022 0.09
H -2.9329 -1.7963 -4.9695 -0.017 0.007 0.007 0.11
H -2.1307 -2.0246 -2.6483 0.018 0.023 0.004 0.12
H -3.4063 1.9789 -1.8256 0.015 -0.029 -0.005 0.11
H -4.2705 2.1745 -4.1177 0.016 -0.007 -0.009 0.11
```
Forces are in eV/Å.

net charge: -1
HOMO level (spin up / spin down): -4.8 / -4.8 eV

A structure of composition C37H32IrN9OS3Sb, computed with ωB97M-V with the def2-TZVPD basis set.

```
84
Properties=species:S:1:pos:R:3:forces:R:3:lowdin_charge:R:1
Ir 0.4266 0.7457 -0.7393 -0.064 0.078 -0.108 0.52
S 0.6926 3.0479 -0.7192 0.149 0.141 0.030 0.57
C -0.3595 3.1518 0.6509 0.067 -0.077 -0.105 -1.02
S -0.9219 1.5384 0.9132 -0.026 -0.169 0.050 0.65
C -0.7017 4.2451 1.3837 -0.047 -0.012 0.001 -0.35
C -1.6399 4.0905 2.4464 0.130 0.059 0.128 -0.24
N -2.3740 3.9021 3.3129 -0.042 -0.031 -0.045 0.17
C -0.1102 5.5112 1.1083 -0.024 0.027 -0.046 -0.23
N 0.4083 6.5083 0.8603 0.016 -0.019 0.043 0.18
C 1.2615 4.7168 4.7993 -0.026 -0.010 -0.002 -0.04
C 2.5343 4.1041 4.2859 -0.009 -0.009 -0.032 -0.26
C 3.0389 4.4210 3.0277 0.005 -0.021 -0.023 -0.02
C 4.2346 3.8796 2.5737 0.030 0.031 0.077 -0.01
C 4.9378 2.9889 3.3726 0.049 0.144 -0.002 -0.28
N 6.1750 2.4149 2.9539 0.045 0.108 0.073 0.13
C 6.5155 2.0055 1.6942 -0.003 -0.379 0.026 -0.53
O 7.6580 1.9465 1.2982 -0.054 0.145 -0.025 0.09
N 5.4627 1.5850 0.8740 0.073 0.161 -0.040 0.14
C 4.2499 1.0222 1.2588 -0.055 0.044 -0.025 -0.21
C 4.0442 0.4046 2.4873 -0.044 -0.199 0.051 0.02
C 2.7997 -0.1335 2.7630 0.021 0.020 -0.055 -0.02
C 1.7933 -0.0531 1.8216 0.041 0.061 0.010 -0.16
N 1.9854 0.5563 0.6439 -0.137 -0.044 0.146 -0.16
C 3.1769 1.0956 0.3792 0.047 -0.041 -0.090 -0.07
C 4.4400 2.6527 4.6253 0.032 0.068 0.027 -0.04
C 3.2579 3.2135 5.0753 0.004 -0.002 0.043 -0.04
H 0.8724 5.4590 4.1064 -0.016 0.045 -0.053 0.07
H 1.4278 5.2098 5.7581 -0.001 -0.010 -0.001 0.09
H 0.4888 3.9609 4.9495 -0.007 -0.011 -0.004 0.08
H 2.5096 5.1305 2.4016 -0.010 -0.009 0.000 0.10
H 4.6309 4.1725 1.6100 -0.001 -0.015 -0.023 0.12
H 6.9896 2.6058 3.5183 -0.011 0.042 0.003 0.16
H 5.7620 1.4599 -0.0802 -0.026 0.000 -0.011 0.16
H 4.8473 0.3521 3.2109 -0.072 -0.082 -0.103 0.12
H 2.6051 -0.6107 3.7129 -0.003 -0.001 0.001 0.12
H 0.8018 -0.4374 2.0084 0.000 -0.018 -0.001 0.08
H 3.2776 1.6200 -0.5621 0.008 0.006 0.003 0.11
H 4.9923 1.9603 5.2500 0.005 -0.004 0.010 0.12
H 2.8929 2.9609 6.0639 -0.006 -0.002 0.003 0.12
N 0.3353 -4.4291 0.9171 0.023 -0.006 0.017 0.21
C 0.7144 -4.6460 -0.3507 -0.009 0.012 0.040 -0.48
N 1.0478 -5.8846 -0.7216 0.009 -0.004 -0.004 0.20
N 0.7743 -3.7040 -1.2772 -0.013 -0.020 -0.061 0.15
C 0.5337 -2.4682 -0.9808 -0.086 0.018 0.052 -0.31
N 0.3060 -1.3452 -0.7983 0.134 0.061 -0.046 0.01
H 0.3338 -5.1627 1.6033 -0.011 -0.001 -0.002 0.12
H 0.0047 -3.5204 1.1952 -0.021 0.010 -0.007 0.11
H 1.0187 -6.6660 -0.0926 0.000 0.001 0.002 0.12
H 1.3673 -6.0241 -1.6646 -0.001 0.002 -0.004 0.13
S -1.1033 1.1303 -2.4742 0.035 0.000 0.050 0.09
Sb -2.4174 -0.7725 -2.5480 -0.025 -0.048 -0.021 1.35
C -1.5333 -2.3104 -3.6675 -0.003 -0.005 0.002 -0.37
C -0.2921 -2.0995 -4.2552 0.017 0.009 0.038 -0.14
C 0.2727 -3.0957 -5.0391 0.007 -0.005 0.008 -0.07
C -0.4015 -4.2931 -5.2304 -0.008 -0.004 0.003 -0.07
C -1.6461 -4.4993 -4.6486 0.008 0.003 -0.002 -0.07
C -2.2201 -3.5049 -3.8705 -0.002 0.002 0.003 -0.12
C -4.2274 -0.3141 -3.4867 -0.011 0.009 0.006 -0.36
C -4.2061 0.2953 -4.7383 0.004 0.002 0.001 -0.12
C -5.4026 0.5948 -5.3698 -0.002 0.000 0.001 -0.06
C -6.6090 0.2881 -4.7534 0.001 0.001 0.000 -0.06
C -6.6262 -0.3170 -3.5055 0.000 0.001 -0.001 -0.07
C -5.4327 -0.6202 -2.8646 0.000 -0.007 -0.001 -0.11
C -2.9107 -1.5024 -0.6480 -0.057 0.004 0.009 -0.37
C -2.7596 -2.8487 -0.3317 -0.023 -0.008 0.001 -0.14
C -3.1228 -3.2976 0.9308 0.021 -0.008 -0.008 -0.09
C -3.6212 -2.4048 1.8717 0.011 0.015 0.014 -0.06
C -3.7648 -1.0613 1.5545 0.016 -0.006 0.017 -0.06
C -3.4154 -0.6068 0.2903 -0.023 -0.010 -0.036 -0.16
H 0.2262 -1.1577 -4.1113 0.001 -0.003 0.004 0.08
H 1.2346 -2.9322 -5.5065 -0.002 -0.002 0.000 0.11
H 0.0366 -5.0651 -5.8495 0.001 0.002 0.001 0.11
H -2.1773 -5.4272 -4.8147 -0.001 0.000 -0.001 0.11
H -3.2054 -3.6609 -3.4444 0.000 0.000 -0.004 0.11
H -3.2676 0.5433 -5.2211 -0.001 0.001 0.000 0.11
H -5.3940 1.0713 -6.3408 0.001 0.000 0.000 0.11
H -7.5409 0.5261 -5.2486 0.001 0.000 0.001 0.11
H -7.5680 -0.5503 -3.0271 0.000 0.000 0.000 0.11
H -5.4504 -1.0874 -1.8869 0.000 0.000 0.001 0.10
H -2.3690 -3.5487 -1.0626 0.004 0.002 -0.001 0.09
H -3.0300 -4.3481 1.1764 0.001 -0.006 -0.001 0.11
H -3.9045 -2.7590 2.8541 -0.007 0.000 0.001 0.11
H -4.1467 -0.3635 2.2879 -0.007 -0.001 0.002 0.12
H -3.5238 0.4446 0.0504 -0.017 -0.023 -0.005 0.09
```
Forces are in eV/Å.

net charge: +1
HOMO level: -10.2 eV

A cluster of 7 separate species, C37H33F6NO2 in total at a distorted geometry, computed with ωB97M-V with the def2-TZVPD basis set.

```
79
Properties=species:S:1:pos:R:3:forces:R:3:lowdin_charge:R:1
C 4.0424 -1.1545 2.9793 1.586 -0.169 -0.669 0.06
N 4.7036 0.0924 2.4583 -0.436 0.601 -1.993 -0.44
O 5.1347 0.8816 3.2454 0.413 0.291 1.291 0.08
O 4.7493 0.3028 1.2403 -0.278 -0.979 0.871 0.03
H 4.9190 -1.8283 3.2459 -1.493 0.569 -0.403 0.13
H 3.3371 -1.4816 2.2250 0.474 -0.482 -0.244 0.06
H 3.4763 -0.8463 3.8197 -0.193 0.187 1.060 0.08
F -3.6283 -2.1338 3.2902 0.041 -0.123 -0.130 0.06
C -2.9668 -1.4384 4.2341 0.020 -1.546 0.948 -0.28
C -2.4262 -2.1439 5.3250 -0.925 0.122 -1.681 -0.02
C -1.7578 -1.4666 6.3048 -0.351 0.659 -0.525 -0.09
C -1.6175 -0.0931 6.1607 0.719 1.656 1.115 -0.09
C -2.1735 0.5994 5.0870 0.648 -0.345 1.285 -0.07
C -2.8859 -0.0992 4.1404 0.823 1.476 -0.565 -0.04
H -2.5812 -3.2015 5.2984 0.032 -0.520 0.320 0.11
H -1.4327 -2.0040 7.1566 0.571 -0.241 0.710 0.10
H -1.0661 0.5207 6.9212 -0.553 -0.860 -0.692 0.12
H -2.0373 1.6755 5.0081 -0.067 -0.228 -0.058 0.11
H -3.1367 0.4867 3.2912 -0.750 -0.216 -0.775 0.09
F 2.0435 -4.9829 -2.0490 0.461 0.064 -0.185 0.03
C 2.4619 -4.4924 -3.2447 0.479 -0.556 -0.878 -0.26
C 3.5623 -5.0856 -3.9257 -1.262 0.758 1.802 -0.02
C 3.8552 -4.5712 -5.1605 -0.292 0.627 -1.639 -0.09
C 3.0096 -3.5842 -5.7781 0.541 -0.566 -0.144 -0.08
C 1.9763 -2.9640 -5.0550 1.291 -0.058 -1.116 -0.09
C 1.7404 -3.4502 -3.7791 -0.721 0.675 0.609 -0.05
H 4.1265 -5.8461 -3.3869 0.004 0.127 -0.413 0.12
H 4.7438 -4.9378 -5.7139 -0.822 0.184 0.331 0.11
H 3.1648 -3.3861 -6.8624 0.059 0.234 1.097 0.11
H 1.4687 -2.0647 -5.4839 0.212 -1.150 0.517 0.12
H 0.9655 -2.9754 -3.1808 0.060 -0.266 0.060 0.11
F -5.3223 3.3479 5.0515 -0.121 0.095 0.697 0.07
C -4.7084 3.8316 3.9696 -0.540 -0.082 -1.217 -0.28
C -4.6271 5.1996 3.7459 0.321 -2.105 0.666 0.00
C -3.9747 5.5363 2.5824 0.984 0.883 -1.122 -0.10
C -3.5393 4.6457 1.6284 0.005 -2.668 0.152 -0.07
C -3.7559 3.2562 1.8471 -0.442 3.248 0.706 -0.07
C -4.3463 2.8865 3.0068 -0.437 -0.929 1.236 -0.04
H -4.9775 5.8232 4.5419 -0.006 0.712 -0.049 0.12
H -3.6642 6.5257 2.3637 -0.282 1.178 0.184 0.10
H -2.9732 4.8305 0.7241 -0.187 0.929 0.140 0.10
H -3.5778 2.5707 1.1054 0.727 -1.592 -1.608 0.08
H -4.5494 1.8296 3.1899 -0.145 0.464 0.178 0.10
F 3.3312 0.2960 -5.6891 -0.144 -0.909 -1.063 0.07
C 3.1953 0.7577 -4.4513 2.051 -0.234 -0.011 -0.36
C 2.3418 1.7431 -4.2462 -2.266 3.111 2.378 0.00
C 2.3537 2.3886 -2.9162 -0.540 0.058 -1.763 -0.05
C 3.1861 1.9316 -1.9300 0.047 -0.907 -2.134 -0.11
C 4.0859 0.9140 -2.2797 0.264 0.057 1.520 -0.08
C 4.1581 0.3777 -3.5218 -0.745 -0.587 -0.544 -0.01
H 1.6757 2.0551 -5.0670 0.381 0.036 0.654 0.13
H 1.7917 3.3101 -2.6988 -0.178 -0.738 -0.454 0.11
H 3.1852 2.3241 -0.9587 0.075 0.636 1.124 0.09
H 4.7147 0.5847 -1.4741 0.524 -0.291 0.022 0.10
H 4.8313 -0.3810 -3.8638 0.526 -0.296 0.312 0.12
F -1.0238 2.3510 -2.4059 0.027 -0.097 -0.684 0.03
C -2.0912 1.6140 -2.8080 -1.429 0.374 1.118 -0.26
C -3.1967 2.2484 -3.3727 -0.350 -1.101 -0.231 -0.01
C -4.3844 1.4783 -3.5919 1.875 1.131 -1.717 -0.09
C -4.3915 0.1895 -3.1664 -0.116 -0.667 0.461 -0.13
C -3.3240 -0.3953 -2.4668 -0.262 -1.808 0.416 -0.08
C -2.1391 0.2910 -2.3313 -0.381 1.326 -0.691 -0.02
H -3.1629 3.2601 -3.7224 0.260 0.405 0.021 0.10
H -5.0906 1.7692 -4.4108 0.313 0.183 1.423 0.12
H -5.2570 -0.3580 -3.4550 -0.461 -0.801 0.216 0.09
H -3.4343 -1.4563 -2.0433 0.256 1.725 -0.826 0.13
H -1.2275 -0.0410 -1.8947 0.318 -0.667 0.546 0.10
F 1.0555 1.0262 2.4917 -0.356 -1.143 -0.385 0.04
C 1.0626 -0.1319 1.7505 -0.680 -1.282 0.808 -0.25
C 0.6811 -1.3994 2.3460 0.348 3.184 1.860 -0.04
C 0.8540 -2.5985 1.7284 -0.729 -0.044 -0.472 -0.09
C 1.3322 -2.5351 0.4210 0.070 -0.369 -0.250 -0.10
C 1.6348 -1.3333 -0.1773 0.407 0.334 -0.806 -0.07
C 1.4465 -0.0826 0.4467 0.240 -1.775 0.215 -0.01
H 0.3387 -1.2921 3.3903 0.043 -0.345 -0.551 0.12
H 0.5030 -3.5245 2.2080 0.421 0.474 -0.315 0.12
H 1.4361 -3.4262 -0.1677 0.222 -0.358 -0.070 0.08
H 2.1134 -1.3702 -1.1720 -0.551 0.201 0.458 0.11
H 1.6593 0.8046 -0.0681 0.354 1.126 -0.451 0.08
```
Forces are in eV/Å.

HOMO level: -9.2 eV